Record 1
63
Properties=species:S:1:pos:R:3:forces:R:3:nbo_charge:R:1 method="wB97M-V/def2-TZVPD" fmax_ev_per_a=0.9 homo_energy_ev="-8.1 / -8.1"
Co 0.508 -1.099 0.995 -0.6 -0.1 0.7 1.0531
O 2.124 -0.351 1.962 -0.4 -0.1 -0.5 -0.5988
N 1.971 -0.392 3.292 0.1 -0.1 0.0 0.0034
C 3.087 -0.522 4.034 0.0 0.0 0.0 0.0524
C 3.019 -0.493 5.400 0.0 0.0 0.0 -0.2669
C 1.770 -0.339 6.008 0.1 0.0 0.0 -0.1536
C 0.645 -0.232 5.232 0.0 0.0 0.0 -0.2309
C 0.743 -0.271 3.835 0.1 0.0 -0.1 0.0456
S -0.567 -0.186 2.747 -0.2 0.1 0.1 -0.0723
H 3.989 -0.642 3.454 0.0 0.0 0.0 0.2388
H 3.927 -0.599 5.974 0.0 0.0 0.0 0.2349
H 1.688 -0.318 7.085 0.0 0.0 0.0 0.2277
H -0.340 -0.134 5.665 0.0 0.0 0.0 0.2388
I 3.298 0.389 -0.539 0.2 0.1 -0.1 0.2465
C 2.691 0.128 -2.497 0.0 -0.1 -0.1 -0.1298
C 3.611 -0.368 -3.382 0.0 0.0 0.2 -0.2276
C 3.350 -0.401 -4.761 -0.1 0.0 0.0 -0.2006
C 2.204 0.164 -5.228 0.1 -0.1 0.0 -0.1903
C 1.242 0.697 -4.337 0.0 0.0 -0.1 0.0218
C 0.135 1.392 -4.879 0.0 0.0 0.1 -0.1700
C -0.777 1.979 -4.061 0.1 0.0 0.0 -0.2260
C -0.686 1.751 -2.678 0.1 0.0 0.0 -0.1666
C 0.323 1.014 -2.094 -0.3 0.2 0.0 -0.3293
P -0.261 0.518 -0.396 0.2 0.0 -0.2 1.1624
C -0.584 2.148 0.355 0.1 0.0 0.1 -0.4021
C 0.533 2.848 0.813 0.0 -0.1 0.1 -0.1284
C 0.387 4.096 1.390 0.0 0.1 0.0 -0.2222
C -0.875 4.661 1.518 0.0 0.0 0.0 -0.1948
C -1.986 3.975 1.058 0.0 0.0 0.0 -0.2080
C -1.844 2.722 0.477 0.0 0.0 -0.1 -0.2033
C -1.872 -0.233 -0.805 0.0 0.0 0.1 -0.4170
C -2.055 -0.901 -2.014 0.1 0.0 0.0 -0.1841
C -3.228 -1.596 -2.259 0.0 0.0 0.0 -0.1935
C -4.235 -1.623 -1.307 0.0 0.0 0.0 -0.1899
C -4.056 -0.973 -0.096 0.0 0.0 0.0 -0.2270
C -2.876 -0.297 0.161 0.0 0.0 0.0 -0.1218
C 1.413 0.586 -2.926 0.0 0.0 0.1 -0.1042
H 4.569 -0.708 -3.013 0.0 0.0 0.0 0.2265
H 4.086 -0.815 -5.436 0.0 0.0 0.0 0.2208
H 2.007 0.232 -6.290 0.0 0.0 0.0 0.2117
H 0.056 1.472 -5.956 0.0 0.0 0.0 0.2157
H -1.603 2.555 -4.455 0.0 0.0 0.0 0.2219
H -1.503 2.113 -2.069 0.0 0.0 0.0 0.2210
H 1.517 2.408 0.723 0.0 0.0 0.0 0.2228
H 1.259 4.630 1.741 0.0 0.0 0.0 0.2169
H -0.989 5.638 1.969 0.0 0.0 0.0 0.2160
H -2.973 4.411 1.144 0.0 0.0 0.0 0.2169
H -2.721 2.207 0.109 0.0 0.0 0.0 0.2254
H -1.275 -0.907 -2.763 0.0 0.0 0.0 0.2309
H -3.344 -2.127 -3.194 0.0 0.0 0.0 0.2204
H -5.151 -2.165 -1.502 0.0 0.0 0.0 0.2157
H -4.823 -1.011 0.666 0.0 0.0 0.0 0.2171
H -2.739 0.161 1.133 0.0 0.0 0.0 0.2126
Cl -2.222 -5.118 1.358 0.0 0.0 0.0 0.0599
C -0.914 -4.459 2.332 -0.1 -0.1 0.0 -0.2009
Cl -1.522 -4.027 3.947 0.0 0.0 0.1 0.0313
Cl 0.389 -5.634 2.479 0.0 0.0 0.0 0.0579
C -0.398 -3.143 1.724 0.0 -0.2 0.2 0.7267
O 0.761 -2.766 2.021 0.1 0.0 0.0 -0.6488
O -1.160 -2.441 1.035 0.4 0.3 -0.4 -0.6270
O 0.547 -3.158 -2.616 0.0 -0.2 -0.3 -0.6097
C 0.748 -2.545 -1.624 0.0 0.2 0.2 0.7876
N 0.985 -1.897 -0.658 0.4 -0.1 0.0 -0.8556



Record 2
6
Properties=species:S:1:pos:R:3:forces:R:3:nbo_charge:R:1 method="wB97M-V/def2-TZVPD" fmax_ev_per_a=4.3 homo_energy_ev=-16.8 charge=+1
C 0.133 0.038 -0.235 -0.1 0.2 -0.2 0.1797
C 2.098 1.221 -3.858 2.5 3.0 1.8 0.6910
N 0.393 0.061 -1.346 0.2 0.0 -0.3 -0.4344
O 2.783 2.050 -3.469 -1.6 -1.9 -1.1 -0.2063
Cl 1.174 0.084 -4.275 -1.0 -1.2 -0.7 0.5148
H -0.143 0.075 0.788 -0.1 -0.1 0.4 0.2552



Record 3
79
Properties=species:S:1:pos:R:3:forces:R:3:mulliken_charge:R:1 method="wB97M-V/def2-TZVPD" fmax_ev_per_a=4.1 homo_energy_ev=-11.3 charge=+2
Ca 10.986 32.930 19.910 -1.7 1.9 -1.4 1.6647
Ca 9.617 34.167 11.608 0.7 -1.9 0.5 1.5779
S 10.658 33.250 15.638 0.6 1.4 1.5 1.2035
O 10.085 32.285 16.544 -1.9 -3.4 1.3 -0.7211
O 11.209 32.738 14.402 1.7 -1.6 -1.8 -0.6667
O 9.660 34.185 15.174 -2.9 2.6 -1.1 -0.7727
O 11.596 33.927 16.555 2.0 1.3 0.3 -0.7660
C 10.832 27.331 15.319 0.5 -0.5 0.5 -0.5463
O 9.591 28.016 15.379 0.3 -0.1 -0.3 -0.4791
H 11.634 27.830 14.776 -0.2 0.4 -0.3 0.2364
H 11.222 27.173 16.325 0.0 -0.1 0.2 0.2396
H 10.727 26.337 14.885 -0.4 0.2 -0.1 0.2607
H 9.778 28.834 15.845 -0.2 0.3 -0.1 0.2903
C 15.848 31.057 12.992 -1.2 0.7 0.8 -0.5018
O 14.623 30.780 12.301 0.5 -0.4 -0.8 -0.4989
H 15.627 30.940 14.053 0.5 -0.4 0.2 0.2220
H 16.671 30.419 12.671 -0.4 -0.1 -0.1 0.2484
H 16.121 32.108 12.901 0.2 0.1 -0.4 0.2287
H 13.862 31.157 12.749 0.3 0.1 0.4 0.3034
C 6.856 32.050 12.163 0.2 -0.1 1.5 -0.9036
O 7.925 32.086 11.218 0.3 2.0 1.7 -0.0804
C 7.966 30.947 10.415 0.8 -0.4 -1.7 -0.6633
C 9.439 30.617 10.077 -0.1 1.3 0.5 -0.8635
N 10.156 31.828 9.477 -1.2 -0.9 1.2 -0.1766
C 9.611 32.241 8.194 1.7 -0.1 -1.6 -0.7166
C 10.605 33.299 7.543 -2.3 -0.5 1.1 -0.7119
O 10.541 34.400 8.461 0.3 1.9 0.2 -0.2047
C 10.872 35.724 7.922 -0.4 -0.2 -0.9 -0.8344
H 5.874 31.745 11.802 0.2 0.1 -0.6 0.3374
H 6.771 33.011 12.671 0.0 0.3 -0.4 0.2617
H 7.141 31.386 12.979 0.0 -0.3 -0.1 0.3963
H 7.407 31.309 9.552 -0.1 -1.0 -0.6 0.3401
H 7.452 30.107 10.882 0.2 0.0 0.0 0.4857
H 9.596 29.710 9.493 -0.5 0.1 -0.4 0.4555
H 9.972 30.417 11.006 -0.1 0.0 0.2 0.3377
H 11.031 31.397 9.216 0.7 0.4 0.3 0.2870
H 8.572 32.571 8.168 0.2 0.6 0.5 0.3457
H 9.595 31.369 7.540 0.0 -0.2 -0.4 0.4284
H 10.143 33.510 6.579 0.3 0.5 -0.1 0.3933
H 11.628 32.949 7.406 0.0 -0.1 0.2 0.3978
H 10.134 36.098 7.213 -0.3 -0.7 -0.4 0.3487
H 11.824 35.750 7.392 0.2 -0.3 0.3 0.3259
H 10.832 36.565 8.615 0.4 -0.7 1.0 0.2643
C 13.075 35.584 20.276 0.3 -0.7 0.4 -0.8395
O 11.687 35.380 20.626 0.0 -0.1 -1.7 -0.3148
C 10.971 36.610 20.281 -0.8 -0.4 1.1 -0.6178
C 9.455 36.445 20.485 0.4 -0.2 0.1 -0.7984
N 8.915 35.164 19.963 0.4 0.1 0.3 -0.0926
C 7.652 34.807 20.646 0.6 -0.4 0.5 -0.8380
C 7.325 33.344 20.454 -1.2 -0.8 -0.7 -0.6513
O 8.402 32.452 20.660 3.0 -0.5 0.0 -0.2715
C 8.128 31.089 20.303 -1.2 0.1 -1.2 -0.8218
H 13.609 34.645 20.420 0.0 -0.2 0.5 0.3329
H 13.488 36.330 20.956 0.2 0.1 -0.3 0.3068
H 13.277 35.776 19.222 -0.6 0.6 -0.1 0.3839
H 11.156 37.003 19.281 0.4 -0.7 -0.2 0.4466
H 11.344 37.337 21.003 -0.1 0.3 -0.1 0.3857
H 9.005 37.288 19.960 -0.2 0.1 0.1 0.3742
H 9.158 36.521 21.531 0.3 0.0 0.0 0.4023
H 8.607 35.400 19.031 0.4 -0.5 -0.6 0.1859
H 6.878 35.455 20.233 -0.5 -0.4 0.3 0.3730
H 7.695 34.966 21.724 0.4 0.4 0.0 0.4410
H 6.959 33.193 19.438 -0.1 -0.1 -0.2 0.4360
H 6.583 32.951 21.149 -0.6 0.7 0.0 0.3860
H 8.993 30.437 20.185 0.5 0.4 0.8 0.3015
H 7.733 31.063 19.287 -0.3 0.2 -0.2 0.3821
H 7.363 30.614 20.917 0.3 0.2 0.4 0.3072
C 14.230 37.181 13.867 -0.1 0.3 1.8 -1.2528
C 12.822 37.629 13.435 2.2 -1.2 -0.7 0.2095
C 12.766 39.074 13.014 0.1 0.2 -0.7 -1.1440
O 12.652 36.821 12.210 -1.7 0.1 0.6 -0.4976
H 14.369 37.470 14.908 0.4 0.8 0.0 0.3576
H 15.040 37.551 13.239 -0.1 0.2 0.0 0.3639
H 14.382 36.112 14.020 -0.6 -0.3 -0.8 0.3514
H 12.143 37.376 14.249 -0.5 -0.4 -0.6 0.3933
H 11.832 39.297 12.499 -0.2 0.0 0.2 0.2840
H 13.532 39.150 12.242 0.2 0.4 -0.1 0.2798
H 12.974 39.846 13.754 -0.1 -0.3 0.2 0.3604
H 13.424 37.041 11.684 0.1 -0.1 -0.2 0.3214